{
  "formula": "C6H12O",
  "method": "ωB97M-V/def2-TZVPD",
  "smiles": "C=CCCOCC",
  "e_above_lowest_kj_mol": 182.06,
  "homo_energy_ev": -9.18,
  "gap_ev": 10.30,
  "largest_force_ev_per_a": 0.4,
  "species": ["C", "C", "O", "C", "C", "C", "C", "H", "H", "H", "H", "H", "H", "H", "H", "H", "H", "H", "H"],
  "positions_angstrom": [[2.52375, 1.03868, 0.18859], [1.48714, 0.14029, -0.46103], [0.35196, 0.09117, 0.37749], [-1.01724, -2.08110, -0.27088], [-1.89834, -1.23264, 0.24109], [-2.02048, 0.14716, -0.32867], [-0.75265, 0.93678, 0.13635], [3.45528, 1.09064, -0.38278], [2.10784, 2.04504, 0.29319], [2.74261, 0.65210, 1.18960], [1.88862, -0.88212, -0.55033], [1.22908, 0.47293, -1.47886], [-0.48802, -1.83583, -1.19264], [-0.72012, -2.99223, 0.23394], [-2.37279, -1.43773, 1.19880], [-2.06449, 0.11243, -1.42402], [-2.93894, 0.65266, 0.00437], [-0.49691, 1.71112, -0.59767], [-0.98803, 1.43060, 1.08620]],
  "nbo_charge": [-0.628, -0.056, -0.552, -0.366, -0.186, -0.473, -0.054, 0.206, 0.204, 0.214, 0.180, 0.163, 0.180, 0.197, 0.198, 0.208, 0.214, 0.173, 0.178]
}


{
  "formula": "C6H12O",
  "method": "ωB97M-V/def2-TZVPD",
  "e_above_lowest_kj_mol": 443.08,
  "homo_energy_ev": -8.81,
  "gap_ev": 9.13,
  "largest_force_ev_per_a": 0.5,
  "species": ["C", "C", "C", "C", "C", "C", "O", "H", "H", "H", "H", "H", "H", "H", "H", "H", "H", "H", "H"],
  "positions_angstrom": [[-1.68970, -0.69211, 0.30558], [-0.29955, -0.11860, 0.59132], [-0.28067, 0.66017, 1.90747], [0.16561, 0.78124, -0.54297], [1.61222, 0.99570, -0.83750], [0.73554, 0.31642, -1.84017], [1.19270, -1.76325, -1.64486], [-1.71363, -1.24517, -0.64108], [-2.01044, -1.36949, 1.10542], [-2.43448, 0.10986, 0.23102], [0.41515, -0.94834, 0.66881], [-0.57975, 0.02606, 2.74951], [-0.97386, 1.50968, 1.86321], [0.72018, 1.05463, 2.11240], [-0.51289, 1.61738, -0.73406], [2.00290, 1.96212, -1.14747], [2.32765, 0.37345, -0.30217], [1.00146, -1.14129, -2.41203], [0.32154, -2.12845, -1.43243]],
  "nbo_charge": [-0.604, -0.209, -0.599, -0.371, -0.567, 0.092, -0.888, 0.202, 0.212, 0.207, 0.210, 0.209, 0.201, 0.214, 0.240, 0.239, 0.253, 0.486, 0.473]
}


{
  "formula": "C6H12O",
  "method": "ωB97M-V/def2-TZVPD",
  "smiles": "C=C[C@@H](O)CCC",
  "e_above_lowest_kj_mol": 117.04,
  "homo_energy_ev": -9.51,
  "gap_ev": 10.42,
  "largest_force_ev_per_a": 1.9,
  "species": ["C", "C", "C", "C", "C", "C", "O", "H", "H", "H", "H", "H", "H", "H", "H", "H", "H", "H", "H"],
  "positions_angstrom": [[0.82014, -0.74687, 0.74577], [-0.70333, -0.62857, 0.79924], [-1.25238, 0.29492, -0.39258], [-1.55478, 1.70632, 0.08941], [1.22789, -1.28372, -0.60689], [2.03376, -0.66959, -1.49025], [1.43365, 0.51367, 0.98316], [1.17425, 0.79429, 1.87512], [1.17128, -1.44582, 1.51429], [-1.15476, -1.62038, 0.68476], [-1.02586, -0.20859, 1.75775], [0.89287, -2.29701, -0.81818], [-0.64989, 0.35583, -1.30310], [-2.19226, -0.16481, -0.71746], [-0.65954, 2.19842, 0.47877], [-2.31208, 1.69377, 0.87939], [-1.94795, 2.31247, -0.73317], [2.27927, -1.13268, -2.44023], [2.41973, 0.32835, -1.30581]],
  "nbo_charge": [0.054, -0.413, -0.405, -0.606, -0.196, -0.396, -0.721, 0.469, 0.171, 0.210, 0.200, 0.201, 0.220, 0.195, 0.208, 0.194, 0.207, 0.198, 0.210]
}